# 1
Density functional theory data (ωB97M-V/def2-TZVPD) for a structure of composition C24H25F3N3O5RuSSi.

Geometry as XYZ:
```
63
Properties=species:S:1:pos:R:3:forces:R:3
Ru -0.258 0.144 -0.089 -0.020 -1.901 -1.507
O -4.500 1.495 1.422 -0.193 0.088 0.069
C -3.258 1.087 1.153 0.051 0.469 0.088
O -3.005 0.201 0.397 -0.082 -0.624 -0.079
C -2.221 1.856 1.919 -0.101 0.046 0.086
C -2.586 2.864 2.793 -0.268 0.104 0.102
C -1.605 3.477 3.547 -0.132 0.167 0.061
C -0.308 3.020 3.442 0.180 0.009 0.104
C -0.031 2.002 2.546 0.151 -0.018 -0.121
N -0.962 1.471 1.761 0.034 0.040 0.112
C 1.326 1.347 2.398 0.021 0.342 0.210
O 2.311 1.733 3.212 0.011 0.090 0.066
O 1.518 0.476 1.605 -0.077 -0.324 -0.212
H -5.093 0.938 0.893 -0.031 0.041 0.019
H -3.628 3.141 2.870 0.063 0.043 0.039
H -1.847 4.289 4.220 -0.025 -0.036 -0.006
H 0.459 3.468 4.060 -0.005 0.006 -0.019
H 2.052 2.462 3.786 0.000 -0.020 -0.015
F -2.266 -5.626 -0.145 0.029 -0.034 -0.033
C -2.980 -4.483 -0.101 0.004 -0.015 0.090
F -4.208 -4.824 0.356 -0.010 -0.031 -0.002
F -3.137 -4.065 -1.353 -0.009 0.088 -0.086
C -2.337 -3.482 0.821 0.021 -0.019 0.151
C -2.563 -3.649 2.173 0.005 0.038 -0.113
C -1.977 -2.792 3.100 -0.015 -0.018 0.055
C -1.171 -1.789 2.609 0.048 -0.031 0.026
N -0.924 -1.633 1.311 0.048 0.607 0.115
C -1.482 -2.440 0.392 -0.036 -0.360 -0.128
S -1.014 -2.025 -1.200 0.366 1.146 0.290
H -3.206 -4.454 2.505 0.006 0.018 0.003
H -2.141 -2.910 4.162 0.020 0.009 -0.044
H -0.678 -1.090 3.279 -0.016 0.011 -0.047
C -2.026 0.608 -2.608 -0.222 0.213 -0.077
C -1.411 1.172 -1.367 0.714 -0.055 0.456
O -1.454 2.353 -1.067 -0.255 -0.165 -0.111
H -2.475 1.404 -3.206 0.045 -0.009 0.022
H -2.777 -0.131 -2.332 0.014 -0.033 0.014
H -1.255 0.089 -3.173 0.012 -0.032 -0.032
C 1.799 2.895 -0.573 -0.065 0.113 0.005
Si 1.884 1.656 -1.994 0.042 0.000 0.097
C 0.832 2.264 -3.431 -0.021 0.119 0.008
C 3.640 1.756 -2.649 0.145 -0.081 0.068
N 1.394 0.120 -1.361 -0.325 -0.102 0.442
C 2.173 -1.040 -1.381 0.075 0.071 -0.136
C 3.025 -1.324 -2.463 -0.120 -0.053 -0.043
C 3.824 -2.457 -2.488 0.020 0.085 -0.071
C 3.795 -3.373 -1.449 -0.039 -0.035 0.078
C 2.946 -3.124 -0.378 0.014 0.017 -0.023
C 2.161 -1.982 -0.339 0.096 0.134 0.098
H 2.009 3.914 -0.917 -0.019 -0.079 0.013
H 2.541 2.629 0.187 0.005 0.020 -0.061
H 0.804 2.905 -0.118 0.013 0.064 -0.007
H 1.432 2.966 -4.021 -0.056 -0.036 0.024
H -0.073 2.786 -3.115 0.014 -0.048 -0.032
H 0.548 1.439 -4.089 0.037 0.030 0.007
H 3.889 2.819 -2.746 -0.024 -0.048 0.025
H 3.732 1.309 -3.641 0.045 0.058 0.047
H 4.381 1.290 -1.994 -0.052 0.004 -0.044
H 3.032 -0.648 -3.307 0.008 -0.089 -0.022
H 4.473 -2.631 -3.340 -0.045 0.025 -0.002
H 4.418 -4.259 -1.471 -0.031 0.014 -0.002
H 2.902 -3.825 0.448 -0.012 0.041 -0.006
H 1.556 -1.790 0.536 -0.050 -0.075 -0.006
```
Positions in Å, forces in eV/Å.

Output
- Net charge: 0
- Maximum force: 2.43 eV/A
- E_tot: -69450.1595 eV
- Energy relative to the best compared isomer or geometry (same formula, charge and spin): 200.63 kJ/mol
- E_HOMO (spin up / spin down): -6.43 / -6.36 eV
- Multiplicity: 2
- Frontier orbital gap (spin up / spin down): 5.09 / 5.06 eV

Results of the Löwdin charge analysis, in e, for atoms 1 through 2: Ru 1.102; O 0.139

# 2
Density functional theory data (ωB97M-V/def2-TZVPD) for a structure of composition C5H5NO.

Geometry as XYZ:
```
12
Properties=species:S:1:pos:R:3:forces:R:3
N 1.896 1.667 0.317 0.899 -1.234 0.204
C 1.726 0.521 0.322 0.112 1.115 -0.157
C 0.950 -0.740 0.300 0.049 0.032 -0.346
O 0.039 -0.662 1.408 -0.049 0.268 -0.102
C -1.025 -0.337 0.517 -0.543 0.159 -0.017
C -0.771 0.800 -0.447 -0.111 0.057 0.060
C -0.272 -0.594 -0.748 0.323 -0.134 0.186
H 1.611 -1.615 0.387 -0.550 0.133 -0.452
H -2.013 -0.636 0.842 0.039 0.001 -0.125
H -1.616 1.254 -0.958 -0.109 -0.703 -0.090
H 0.017 1.523 -0.305 -0.566 0.157 0.264
H -0.543 -1.180 -1.634 0.505 0.150 0.575
```
Positions in Å, forces in eV/Å.

Output
- Net charge: 0
- Maximum force: 1.54 eV/A
- E_tot: -8800.0156 eV
- Energy relative to the best compared isomer or geometry (same formula, charge and spin): 328.38 kJ/mol
- E_HOMO: -9.97 eV
- Multiplicity: 1
- Frontier orbital gap: 10.90 eV

Results of the Löwdin charge analysis, in e, for atoms 1 through 2: N 0.172; C -0.144

# 3
Density functional theory data (ωB97M-V/def2-TZVPD) for a structure of composition C31H29P2Ti.

Geometry as XYZ:
```
63
Properties=species:S:1:pos:R:3:forces:R:3
Ti -1.073 0.464 0.962 0.153 0.580 -0.461
C -1.734 2.544 1.724 -0.183 0.228 0.381
C -0.698 2.105 2.573 -0.177 0.124 0.235
C -1.111 0.908 3.199 -0.327 0.198 0.214
C -2.427 0.611 2.749 -0.120 0.258 0.320
C -2.809 1.635 1.839 -0.082 0.163 0.395
H -1.731 3.451 1.143 0.032 0.002 -0.116
H 0.232 2.618 2.750 0.129 -0.030 -0.083
H -0.560 0.362 3.948 0.072 -0.075 -0.055
H -3.053 -0.188 3.109 -0.021 -0.079 -0.025
H -3.784 1.763 1.399 -0.028 -0.074 -0.132
C 1.942 0.756 -0.981 -0.108 0.018 0.099
C 0.936 0.066 -1.911 -0.064 0.083 0.092
P -0.807 0.600 -1.524 0.164 -0.307 -0.384
C -1.495 1.130 -3.120 0.017 0.118 0.002
C -0.876 2.191 -3.782 -0.008 0.060 -0.027
C -1.352 2.621 -5.011 -0.016 -0.018 0.028
C -2.460 2.004 -5.580 0.041 0.029 0.007
C -3.087 0.959 -4.921 0.023 -0.026 0.092
C -2.607 0.519 -3.692 -0.017 0.010 -0.064
C -1.723 -0.923 -1.116 -0.090 -0.119 -0.115
C -2.897 -0.746 -0.365 -0.053 -0.265 -0.331
C -3.641 -1.851 0.073 0.057 0.100 -0.018
C -3.233 -3.123 -0.257 0.059 -0.123 -0.049
C -2.089 -3.308 -1.047 -0.121 -0.113 0.079
C -1.342 -2.232 -1.461 0.087 0.144 0.031
P 1.430 0.512 0.775 0.246 -0.546 -0.430
C 2.811 1.130 1.770 -0.032 0.122 -0.019
C 3.158 0.483 2.954 -0.014 -0.041 0.075
C 4.209 0.953 3.726 -0.030 0.026 -0.023
C 4.917 2.078 3.324 0.010 0.006 -0.011
C 4.567 2.738 2.155 -0.037 -0.035 0.007
C 3.515 2.269 1.380 0.011 0.039 0.052
C 1.493 -1.297 0.988 0.015 -0.011 0.045
C 0.288 -1.904 1.342 0.384 -0.009 -0.109
C 0.192 -3.276 1.505 0.004 -0.021 0.049
C 1.320 -4.056 1.309 0.085 -0.053 0.004
C 2.533 -3.470 0.955 -0.074 0.016 0.017
C 2.620 -2.095 0.801 0.032 -0.026 -0.060
H 1.931 1.830 -1.165 0.042 0.101 -0.001
H 2.962 0.404 -1.140 0.027 -0.072 -0.060
H 1.006 -1.013 -1.785 0.000 -0.055 -0.019
H 1.150 0.290 -2.953 0.028 0.030 -0.076
H -0.018 2.689 -3.340 -0.034 -0.028 -0.016
H -0.865 3.441 -5.522 -0.006 -0.017 0.012
H -2.833 2.340 -6.539 0.005 0.003 0.006
H -3.950 0.477 -5.364 0.023 0.007 0.023
H -3.098 -0.305 -3.190 0.010 0.004 -0.023
H -3.316 0.245 -0.258 -0.015 0.107 0.118
H -4.550 -1.696 0.640 0.024 0.012 -0.009
H -3.812 -3.980 0.067 0.045 0.036 -0.023
H -1.790 -4.308 -1.338 -0.033 0.038 0.024
H -0.465 -2.404 -2.071 0.008 0.008 0.005
H 2.614 -0.401 3.272 0.027 0.027 -0.019
H 4.477 0.439 4.640 -0.002 0.012 -0.023
H 5.744 2.438 3.922 -0.023 0.005 -0.006
H 5.112 3.619 1.843 -0.008 -0.021 0.004
H 3.251 2.802 0.474 0.006 -0.030 -0.009
H -0.614 -1.324 1.538 -0.101 -0.565 0.392
H -0.749 -3.730 1.789 0.014 0.016 -0.010
H 1.259 -5.129 1.443 0.015 0.015 -0.016
H 3.410 -4.089 0.808 -0.038 0.029 0.012
H 3.569 -1.636 0.544 -0.030 -0.017 0.004
```
Positions in Å, forces in eV/Å.

Output
- Net charge: +1
- Maximum force: 0.76 eV/A
- E_tot: -74305.3217 eV
- E_HOMO (spin up / spin down): -9.82 / -11.40 eV
- Multiplicity: 3
- Frontier orbital gap (spin up / spin down): 7.56 / 8.44 eV

Results of the Löwdin charge analysis, in e, for atoms 1 through 2: Ti 0.459; C -0.158

# 4
Density functional theory data (ωB97M-V/def2-TZVPD) for the ion C4H11NO2 with charge +1.

Geometry as XYZ:
```
18
Properties=species:S:1:pos:R:3:forces:R:3
C 1.467 1.225 -0.501 -0.005 -0.121 -0.907
O 1.442 1.969 -1.702 -0.040 0.226 -0.095
C 0.207 0.402 -0.280 1.152 0.150 0.825
C 0.502 -0.971 0.405 -0.121 0.515 0.000
C -0.776 -1.562 0.965 0.182 0.285 -0.862
O -1.758 -1.436 -0.071 -0.130 -0.071 0.095
N -0.822 1.103 0.373 -1.140 -0.139 -1.638
H 1.686 1.893 0.334 -0.061 -0.150 0.224
H 2.286 0.521 -0.644 0.111 0.007 0.382
H 0.566 2.090 -2.078 -0.055 0.021 0.075
H -0.220 0.080 -1.260 -0.219 0.086 0.048
H 0.990 -1.533 -0.369 -0.076 -0.736 -0.312
H 1.248 -0.856 1.183 0.044 0.335 0.295
H -0.614 -2.607 1.206 -0.130 0.010 0.480
H -1.090 -0.919 1.798 0.091 -0.616 0.383
H -2.466 -2.072 0.088 -0.036 0.098 -0.098
H -0.941 2.108 0.219 0.355 0.002 0.526
H -1.706 0.567 0.335 0.078 0.099 0.577
```
Positions in Å, forces in eV/Å.

Output
- Net charge: +1
- Maximum force: 2.00 eV/A
- E_tot: -9902.0158 eV
- Energy relative to the best compared isomer or geometry (same formula, charge and spin): 94.55 kJ/mol
- E_HOMO (spin up / spin down): -14.88 / -14.82 eV
- Multiplicity: 2
- Frontier orbital gap (spin up / spin down): 11.58 / 6.39 eV

Results of the Löwdin charge analysis, in e, for atoms 1 through 2: C -0.194; O -0.019

# 5
Density functional theory data (ωB97M-V/def2-TZVPD) for the molecule C4H4N2O.

Geometry as XYZ:
```
11
Properties=species:S:1:pos:R:3:forces:R:3
O 1.074 -0.967 -2.964 -0.231 0.409 0.817
C 0.722 -0.534 -1.933 0.135 -0.277 -0.626
C 0.266 -0.093 -0.777 -0.047 -0.048 -0.148
C -1.099 0.369 -0.523 -0.123 0.020 0.065
N -1.325 0.606 0.707 0.145 -0.055 -0.349
C -0.118 0.285 1.448 -0.014 0.016 0.356
N 0.967 0.069 0.459 0.099 -0.132 -0.011
H -1.852 0.509 -1.294 0.090 -0.036 0.091
H -0.313 -0.616 2.052 0.049 0.135 -0.063
H 0.137 1.102 2.129 -0.029 -0.081 -0.106
H 1.542 -0.729 0.696 -0.075 0.049 -0.026
```
Positions in Å, forces in eV/Å.

Output
- Net charge: 0
- Maximum force: 0.94 eV/A
- E_tot: -9238.5526 eV
- Energy relative to the best compared isomer or geometry (same formula, charge and spin): 186.72 kJ/mol
- E_HOMO: -7.97 eV
- Structure (SMILES): O=C=C1C=NCN1
- Multiplicity: 1
- Frontier orbital gap: 8.44 eV

Results of the Löwdin charge analysis, in e, for atoms 1 through 2: O 0.172; C -0.098

# 6
Density functional theory data (ωB97M-V/def2-TZVPD) for a cluster of 2 separate species, CH3NOS3 in total.

Geometry as XYZ:
```
9
Properties=species:S:1:pos:R:3:forces:R:3
C 0.649 -0.531 0.313 -2.938 0.126 -0.073
N -1.307 0.406 -0.261 1.356 -1.290 -1.339
O -1.680 0.349 -1.424 0.601 0.226 0.664
S -2.084 0.545 1.084 -1.318 0.630 1.161
S 1.033 0.410 1.671 -0.700 -1.316 0.976
S 1.385 -0.652 -1.227 0.192 0.312 -0.747
H -0.131 -1.300 0.565 1.274 0.633 0.000
H 1.934 1.202 1.196 1.117 0.865 -0.991
H 0.200 -0.429 -1.917 0.415 -0.185 0.349
```
Positions in Å, forces in eV/Å.

Output
- Net charge: 0
- Maximum force: 2.94 eV/A
- E_tot: -37124.4606 eV
- Energy relative to the best compared isomer or geometry (same formula, charge and spin): 313.67 kJ/mol
- E_HOMO (spin up / spin down): -8.22 / -8.22 eV
- Multiplicity: 1
- Frontier orbital gap (spin up / spin down): 7.27 / 7.27 eV

Results of the Löwdin charge analysis, in e, for atoms 1 through 2: C -1.031; N -0.793

Question: The highest multiplicity belongs to which entry?
Answer: C31H29P2Ti

Copy entry 5 word for word.
Density functional theory data (ωB97M-V/def2-TZVPD) for the molecule C4H4N2O.

Geometry as XYZ:
```
11
Properties=species:S:1:pos:R:3:forces:R:3
O 1.074 -0.967 -2.964 -0.231 0.409 0.817
C 0.722 -0.534 -1.933 0.135 -0.277 -0.626
C 0.266 -0.093 -0.777 -0.047 -0.048 -0.148
C -1.099 0.369 -0.523 -0.123 0.020 0.065
N -1.325 0.606 0.707 0.145 -0.055 -0.349
C -0.118 0.285 1.448 -0.014 0.016 0.356
N 0.967 0.069 0.459 0.099 -0.132 -0.011
H -1.852 0.509 -1.294 0.090 -0.036 0.091
H -0.313 -0.616 2.052 0.049 0.135 -0.063
H 0.137 1.102 2.129 -0.029 -0.081 -0.106
H 1.542 -0.729 0.696 -0.075 0.049 -0.026
```
Positions in Å, forces in eV/Å.

Output
- Net charge: 0
- Maximum force: 0.94 eV/A
- E_tot: -9238.5526 eV
- Energy relative to the best compared isomer or geometry (same formula, charge and spin): 186.72 kJ/mol
- E_HOMO: -7.97 eV
- Structure (SMILES): O=C=C1C=NCN1
- Multiplicity: 1
- Frontier orbital gap: 8.44 eV

Results of the Löwdin charge analysis, in e, for atoms 1 through 2: O 0.172; C -0.098